1.
Density functional theory data (ωB97M-V/def2-TZVPD) for a cluster of 2 separate species, C9H14 in total.

Output
- E_tot (Ha) = -351.220330
- total charge = -1
- <S²> = 0.761
- frontier orbital gap (alpha / beta) (eV) = 2.941 / 7.234
- ΔE to the lowest compared entry with this formula, charge and spin (kcal per mole) = 37.0
- 2S+1 = 2

Each line ends with the Mulliken charge.
Geometry (Å):
H -2.897475 0.335273 -0.967561  0.0148
H 2.549316 -0.384087 -0.402794  0.1210
H -2.999893 1.252493 1.619219  0.2752
C -2.143541 0.155579 -0.104211  -0.7802
H 3.908262 -0.251252 -1.444104  0.2688
H -1.895276 -0.866332 -2.291223  0.3237
H 2.920665 1.990297 -2.308247  0.3293
C 0.018272 -1.034711 0.507553  -1.2711
H 3.916012 0.579778 0.076359  0.3302
C -1.035961 -0.792800 -0.404609  1.3495
H 2.700337 2.360085 -0.534080  0.1962
C -0.979106 -1.327371 -1.819960  -1.3559
C -0.026178 -0.332384 1.700877  -0.0119
H -1.158660 -2.481128 -1.798082  0.2456
H -1.218153 0.994522 3.096216  0.1691
C 2.652431 1.567533 -1.343349  -0.6386
H 1.567581 1.289269 -1.340522  0.1382
H 0.795161 -0.365216 2.464909  0.2843
C -1.057859 0.530256 2.028220  -0.8605
C 3.275930 0.355523 -0.713673  -0.8053
H -0.053747 -1.297168 -2.387831  0.2508
C -2.157467 0.665496 1.151218  -0.0854
H 0.586747 -1.879262 0.205348  0.5122

Cartesian forces, eV/Å:
H 1.01 -0.21 1.87
H -0.38 0.21 0.37
H 0.61 -0.49 -1.11
C 1.28 -2.07 -1.66
H -0.51 0.78 0.63
H 1.30 -0.63 -0.36
H 0.47 -0.40 0.05
C -1.13 0.40 0.39
H 1.05 0.41 1.47
C -1.93 2.25 -2.12
H -0.08 -0.37 -1.24
C -2.02 -1.60 1.10
C 1.51 -0.06 1.44
H -0.02 1.19 -0.10
H 0.86 -0.97 -2.17
C -2.38 0.89 2.13
H 0.59 0.71 -0.53
H -0.58 -0.46 -0.77
C -0.10 0.66 2.40
C 1.21 -2.25 -2.84
H 0.25 0.79 -0.22
C -2.28 1.67 0.79
H 1.28 -0.46 0.47

2.
Density functional theory data (ωB97M-V/def2-TZVPD) for the molecule C17H20N4O2.

Output
- E_tot (Ha) = -1029.312163
- total charge = 0
- frontier orbital gap (eV) = 8.798
- structure (SMILES) = CCn1nc(C)c([C@@H]2C(C#N)=C(N)OC3=C2C(=O)CCC3)c1C
- ΔE to the lowest compared entry with this formula, charge and spin (kcal per mole) = 48.0

Each line ends with the Mulliken charge.
Geometry (Å):
H 3.787529 1.009845 2.309581  0.2753
H -2.291916 -2.097749 2.017285  0.3071
C 1.784433 -1.447322 -2.676760  -1.2959
H 2.652691 -2.047391 -2.931669  0.4068
H -4.028790 -2.406222 1.907716  0.3224
H 1.766116 -0.559012 -3.308002  0.2889
C 0.904566 -0.334112 -0.498729  0.7236
H -0.169387 0.167099 2.117350  0.2193
N 2.613549 -0.916659 0.743263  1.0124
H -2.775175 -3.553825 0.049416  0.3872
H 4.245230 -1.896911 1.449541  0.3660
C -3.186664 -1.915295 1.417849  -0.7747
O -1.279953 -2.352749 -1.642690  -0.5806
H 5.184089 0.015070 2.739587  0.4034
C -0.431265 1.737377 -0.756370  -0.1248
C 1.430060 -0.259062 0.781919  0.2361
H 1.008611 1.469900 1.957422  0.2270
H -3.507960 0.047913 2.305534  0.3308
C 3.596434 -1.082704 1.778825  -0.7240
C 0.891776 0.386008 2.009859  -1.3746
H 4.902273 0.467643 1.053753  0.3219
C -0.382429 0.245858 -1.013606  1.0319
H -0.425407 0.045334 -2.090641  0.8490
H -0.761927 4.233120 -0.033791  0.2517
C 0.442292 2.561563 -1.473005  -0.8320
C -3.437662 -0.415362 1.319376  -0.8123
H 0.877958 -2.023368 -2.856823  0.2495
H -3.895194 -2.345142 -0.572254  0.2795
H 3.105431 -1.378693 2.711493  0.3412
C 4.419885 0.186631 1.986225  -1.0559
H 1.406111 0.027462 2.898006  0.4319
C -1.564677 -0.416129 -0.343655  -0.0399
O -2.163126 1.545190 0.881494  -0.4550
C -1.247305 2.274678 0.176903  0.8215
C -1.860755 -1.798526 -0.733785  0.1694
H -2.070506 3.920044 1.028289  0.2350
N -1.236909 3.585515 0.573437  -0.5567
C 1.855619 -1.063264 -1.244440  0.0662
N 1.143253 3.249003 -2.072409  -0.6066
H -4.382322 -0.227459 0.798482  0.3496
N 2.872555 -1.399394 -0.474726  -1.2478
C -2.985205 -2.483691 0.020576  -0.7792
C -2.319457 0.228344 0.560591  0.3556

Cartesian forces, eV/Å:
H -0.03 0.10 0.05
H -0.01 0.00 0.06
C 0.01 -0.03 0.03
H 0.06 -0.03 -0.08
H 0.05 0.01 0.02
H 0.01 0.00 -0.11
C 0.21 -0.11 0.03
H -0.04 0.01 0.07
N -0.64 0.09 -0.14
H 0.01 0.05 -0.10
H -0.17 0.04 0.08
C -0.14 0.07 -0.15
O 0.04 0.15 0.06
H 0.09 0.03 0.09
C -0.94 -0.70 0.48
C -0.09 -0.05 -0.22
H -0.03 0.05 0.08
H -0.01 0.02 -0.03
C 0.41 0.15 0.30
C 0.07 0.06 -0.06
H 0.05 0.04 -0.07
C 0.05 -0.06 0.24
H -0.06 0.05 0.14
H 0.00 0.02 0.01
C 0.27 0.42 -0.18
C 0.15 0.05 0.12
H -0.01 -0.01 -0.09
H -0.03 -0.02 -0.03
H 0.04 -0.04 -0.12
C -0.13 -0.23 -0.03
H -0.01 0.02 0.10
C 0.34 0.82 -0.04
O 0.30 0.34 -0.06
C 0.26 0.25 -0.29
C -0.47 -0.38 0.19
H 0.01 0.03 -0.07
N -0.19 -0.35 0.15
C -0.12 0.18 0.42
N 0.21 0.22 -0.14
H -0.02 0.05 0.04
N 0.56 -0.41 -0.47
C 0.09 -0.22 0.06
C -0.15 -0.67 -0.33

3.
Density functional theory data (ωB97M-V/def2-TZVPD) for a structure of composition C18H20N3O5PdS2.

Output
- E_tot (Ha) = -2162.646834
- total charge = -1
- frontier orbital gap (eV) = 6.455
- ΔE to the lowest compared entry with this formula, charge and spin (kcal per mole) = 26.3

Each line ends with the Mulliken charge.
Geometry (Å):
C -0.285835 -0.428614 2.576248  -0.8285
H -0.278482 0.389245 -2.379977  0.0781
N 0.124286 1.228877 -2.889038  -0.3160
O 3.033052 0.105390 -0.019888  -0.1750
H 1.838544 -1.558719 1.738001  0.2864
C -0.426525 -4.138634 -0.740422  -1.1666
C -2.207272 -2.554462 -0.715600  0.5537
C 0.447881 3.543684 -0.292095  -0.8589
H -0.989694 -6.209630 -0.676751  0.3693
C 0.680240 6.172919 0.567502  -0.4281
C 0.694289 5.120489 1.488053  -0.6185
H 2.326935 -0.648725 3.183243  0.3981
H 0.792927 5.335782 2.544849  0.3844
H 0.538842 6.738412 -1.499801  0.3607
H -3.437636 -5.724084 -0.574258  0.4091
C -1.344956 -5.185808 -0.683043  -0.3484
N -4.288239 -1.379421 -0.654167  -0.6569
C 0.580227 3.807090 1.070552  -0.2489
C 0.435843 4.603252 -1.207657  0.8080
H 4.602364 -1.189200 -0.417559  0.3103
C -3.100143 -3.601180 -0.644116  -0.1728
H 0.767666 7.194079 0.915761  0.3508
H 0.634034 -4.359491 -0.771089  0.4043
H -0.406088 -1.426657 2.141265  0.2940
C -2.954988 -1.224066 -0.741134  0.1644
C 0.550997 5.921785 -0.788904  -0.4601
H 3.021024 -1.973894 -0.136007  0.3040
H 3.294661 -1.080108 -1.632830  0.2146
H -0.215444 1.375791 -3.827493  0.2824
C -0.850019 -2.813804 -0.753353  0.3310
S -4.727119 -2.908735 -0.563151  1.1587
C 0.222735 2.340057 -2.120956  0.6333
S 0.261048 3.948025 -2.814675  -0.3538
H -1.158634 0.163460 2.310772  0.2438
O 0.847115 0.220907 2.034252  -0.0060
O -5.304339 -3.240272 0.721000  -0.6807
C 3.134984 0.145465 1.388639  -0.6604
O -2.357789 -0.151810 -0.845807  -0.5306
N 0.331597 2.276696 -0.830064  0.1062
H 4.095422 -0.288112 1.702738  0.3988
C 2.019273 -0.547963 2.129266  -0.4567
H -0.059401 -2.024614 -0.778158  0.9075
O -5.474960 -3.342969 -1.721972  -0.6777
Pd 0.269677 -0.267098 -0.695534  -0.5837
H -0.207017 -0.511956 3.667590  0.2908
H 3.130774 1.200488 1.669670  0.2782
C -2.708481 -4.926246 -0.627550  -0.7374
H 0.587953 2.974037 1.762322  0.4180
C 3.518675 -1.099661 -0.568671  -0.7733

Cartesian forces, eV/Å:
C -0.01 -0.01 -0.09
H 0.20 0.40 -0.32
N -0.27 0.21 -0.49
O -0.04 -0.05 0.08
H 0.03 0.00 -0.05
C -0.06 -0.04 0.04
C -0.11 0.04 0.03
C 0.06 -0.29 0.21
H 0.00 0.00 0.00
C 0.00 -0.04 0.05
C 0.00 0.01 -0.04
H -0.04 -0.04 0.00
H 0.00 0.02 -0.01
H 0.00 -0.02 -0.01
H 0.00 0.00 0.00
C 0.04 -0.01 0.00
N 0.23 0.21 -0.05
C 0.00 0.06 -0.02
C 0.01 0.04 0.03
H 0.01 -0.02 0.01
C 0.09 -0.27 0.02
H 0.00 0.00 -0.01
H 0.00 0.00 -0.01
H -0.01 -0.01 0.02
C -0.23 -0.05 -0.02
C 0.00 0.01 -0.05
H 0.02 -0.02 0.00
H 0.03 0.02 -0.01
H -0.04 -0.10 0.01
C 0.16 -0.05 0.03
S -0.13 -0.06 0.03
C -0.02 -0.31 0.43
S 0.00 0.21 -0.12
H 0.01 0.02 0.00
O 0.05 0.08 -0.01
O -0.03 -0.01 -0.02
C 0.22 0.14 -0.09
O 0.20 -0.01 0.02
N 0.01 0.10 -0.35
H 0.00 0.01 0.02
C -0.13 -0.06 0.18
H -0.12 -0.18 -0.12
O -0.03 0.02 0.01
Pd -0.04 -0.03 0.69
H 0.01 -0.02 0.01
H -0.02 0.00 -0.02
C 0.06 0.10 -0.01
H 0.00 0.00 -0.01
C -0.13 0.01 -0.03

4.
Density functional theory data (ωB97M-V/def2-TZVPD) for a cluster of 2 separate species, C4H12O in total.

Output
- E_tot (Ha) = -234.768315
- total charge = 0
- frontier orbital gap (eV) = 11.224
- structure (SMILES) = CCO.CC
- ΔE to the lowest compared entry with this formula, charge and spin (kcal per mole) = 40.4

Each line ends with the Mulliken charge.
Geometry (Å):
H 0.434408 1.519227 3.166801  0.2806
H -0.843338 1.231083 -2.561674  0.2196
H -1.604101 -0.087892 -3.483652  0.3216
C -0.148937 0.150405 1.531468  -1.2108
C 0.074157 -0.877726 -2.296393  -0.0801
C -1.077346 0.035411 -2.531729  -0.8885
H 1.719078 1.261484 1.653025  0.1861
O 1.614387 -0.075901 3.195295  -0.4800
H -1.827861 0.000287 -1.744969  0.2792
H 0.292190 -0.250930 0.652524  0.2480
H -0.855970 0.904945 1.247465  0.3215
C 0.857951 0.821047 2.437880  -0.2204
H -0.168203 -1.877656 -2.419937  0.2975
H 0.910519 -0.517137 -2.900166  0.2539
H 0.216781 -0.780817 -1.198068  -0.2482
H 1.133835 -0.799415 3.387352  0.2648
H -0.727549 -0.656415 1.864779  0.4553

Cartesian forces, eV/Å:
H -0.08 0.51 -0.75
H 0.07 -2.86 0.19
H 0.11 -0.30 0.06
C 0.13 1.29 -0.26
C 0.48 2.37 1.59
C -1.31 3.71 -0.81
H -2.52 -0.22 2.31
O 3.17 2.79 -0.46
H -0.14 -0.33 0.05
H 0.70 -0.01 -0.77
H -0.47 0.45 -0.49
C 2.42 0.24 -2.02
H -0.36 -1.93 -0.79
H 0.23 -0.60 0.38
H 0.92 -0.10 -0.80
H -2.58 -3.84 1.08
H -0.79 -1.16 1.49

In eV Å⁻¹, the strongest force on any atom values for the records above are, in order, 3.82 1.27 0.69 4.75.